70
Properties=species:S:1:pos:R:3 method="wB97M-V/def2-TZVPD" homo_energy_ev=-12.49 charge=+1 lumo_energy_ev=-5.18
I 0.74556 -0.11412 -3.88346
I 3.86131 -1.26081 -2.43369
P -0.59097 3.28228 0.40770
P -1.37495 1.66607 -0.78533
O -1.26366 -0.93412 -1.11118
O 3.68876 2.98531 2.13851
O -1.80046 3.80322 1.34303
O 1.72197 -1.19238 -0.04691
O -0.30301 4.64533 -0.68950
O 0.71017 2.93380 1.48449
O -2.37703 -3.26460 -1.72037
O 5.25397 4.22945 0.79872
N 1.00223 0.14131 -1.80424
C 3.97317 1.28432 4.00424
C 2.83016 1.75818 -0.67780
C -5.65533 -0.56385 2.00690
C -3.10390 -1.21608 1.80640
C 1.58028 -3.81352 -0.95695
C 3.14957 3.39877 -0.55896
C -2.79530 -2.17298 -2.64227
C -1.60915 -0.62383 2.13285
C 1.81534 -1.14392 -1.53755
C 4.45022 1.77401 2.47871
C 1.28558 -2.58979 -2.05940
C 1.78231 1.46201 -1.87606
C -2.17626 -2.37650 -4.17719
C -0.39896 -1.46686 1.42074
C -2.35105 -0.68063 -2.02086
C 4.08074 3.53713 0.82387
C -0.27653 0.12466 -0.93854
C 0.49583 -0.46683 0.42949
C -4.23250 -0.68473 2.87605
H -3.98169 -2.27699 -2.71868
H 3.80388 3.78330 -1.46210
H 2.41869 1.39520 -2.88513
H -2.82661 -3.13977 -4.78104
H -1.44647 -0.68567 3.31395
H 2.61446 -3.64056 -0.43528
H -3.18671 -3.84455 -1.52613
H 1.10453 2.40581 -2.01316
H -6.50594 -0.13117 2.70454
H -3.35574 -0.28957 -1.50639
H 0.41950 3.12274 2.43250
H -2.14936 -0.02252 -2.96039
H 2.19567 4.03805 -0.35372
H 2.52020 1.42931 0.39788
H 0.67875 -3.97401 -0.22815
H 1.68233 -4.79347 -1.63097
H 4.84664 1.32621 4.78361
H 0.83052 0.34645 1.23733
H -0.37263 4.33687 -1.64190
H -5.52235 0.18402 1.10571
H 3.92553 1.30628 -0.83485
H -2.52579 1.19314 0.00602
H 3.57746 0.15806 3.97868
H 4.20228 0.83938 1.78039
H 3.08060 1.95135 4.42270
H -2.15072 -1.33810 -4.75094
H -1.54852 0.54267 1.88866
H 1.89307 -2.92879 -3.03067
H -1.04853 -2.74944 -4.15489
H -3.02471 -2.38993 1.87370
H -3.34918 -0.92914 0.68170
H 0.16364 -2.68661 -2.34094
H -5.93165 -1.63611 1.59665
H -0.71184 -2.47111 0.91385
H 5.61569 1.93748 2.52602
H -3.95718 0.36541 3.32594
H -4.45074 -1.42661 3.75741
H 0.35479 -1.76786 2.29662


28
Properties=species:S:1:pos:R:3 method="wB97M-V/def2-TZVPD" homo_energy_ev="-12.03 / -12.03" charge=+1 smiles=CN[n+]1ccn(C)c1-c1ccccc1 lumo_energy_ev="-3.75 / -3.75"
N 0.81149 -1.63208 -0.34346
N 1.61708 0.61163 -0.64410
N 1.71720 1.91112 -0.28314
C -3.66699 0.73894 -0.10820
C 2.14068 -1.52417 -0.59503
C -1.65768 0.70752 -1.25683
C 0.22705 -0.47164 -0.26459
C -3.17560 -0.03593 0.91394
C 2.63320 -0.26171 -0.62154
C 2.02546 2.16936 1.10494
C -2.92070 1.08301 -1.12668
C -1.90077 -0.41892 0.86808
C -1.07926 -0.04092 -0.22715
C 0.07008 -2.88663 -0.24456
H -0.94236 -2.93715 -0.37208
H -4.73036 1.17042 -0.16949
H -3.28841 1.76283 -1.91112
H 2.66502 -2.48528 -0.65684
H -3.83062 -0.32716 1.70542
H 2.40473 3.20335 1.21560
H 0.89667 2.45939 -0.57412
H 0.56404 -3.71911 -0.72652
H 1.13579 2.08974 1.69884
H -0.91395 0.98015 -2.11572
H -1.45219 -0.89196 1.68426
H -0.02150 -3.08172 0.88740
H 3.69519 0.10838 -0.67815
H 2.90672 1.52266 1.40238


67
Properties=species:S:1:pos:R:3 method="wB97M-V/def2-TZVPD" homo_energy_ev="-16.65 / -16.65" charge=+3 lumo_energy_ev="-11.78 / -11.68"
I -1.33595 0.95592 2.02075
Pd 0.29354 0.09985 -0.14487
S -1.53368 -1.37914 -0.77981
P -0.10623 2.56933 -0.35939
Si 2.64924 -0.80052 -1.40797
N 0.57294 -1.92219 1.27300
N -1.44113 -4.00138 -0.81969
N -0.00889 -3.05220 0.68035
C 3.06382 0.01524 0.26271
C -1.68201 2.62637 -1.19191
C 2.50802 3.15207 -0.85556
C -4.15312 2.76859 -2.45145
C 2.10378 3.50614 -3.60063
C -3.77306 3.76021 -1.55683
C -0.40251 4.97450 4.46286
C 0.43771 6.24196 1.08964
C 2.61739 -2.64921 -1.33017
C -0.35009 3.80081 2.28775
C 3.55970 3.55480 -1.65801
C -0.18148 4.98317 3.06423
C -2.07327 1.62441 -2.09376
C 1.02780 -0.15207 -2.12495
C -0.79023 3.83928 5.11049
C -2.54529 3.69465 -0.91893
C -1.00006 2.66941 4.36361
C -3.30013 1.70283 -2.72503
C 3.95688 -0.19859 -2.57076
C -0.04564 3.85892 0.89018
C 3.35742 3.72950 -3.02520
C 1.24125 2.94423 -1.43096
C 0.19895 6.18754 2.43383
C 0.36102 5.07255 0.33215
C -0.79488 2.68797 3.00812
C 1.04094 3.10402 -2.81343
C -0.93349 -2.91389 -0.27306
H -1.41396 0.80465 -2.32040
H 0.05901 2.96318 -3.24946
H -3.59592 0.93779 -3.43153
H 3.70801 -0.68415 0.80566
H 1.95592 3.66486 -4.66112
H -1.19407 -4.93387 -0.51819
H 1.56269 -2.10207 1.41492
H -1.34075 1.77094 4.86361
H 2.65077 3.04139 0.21288
H 3.84220 -0.64098 -3.56465
H 3.63047 0.91997 0.05430
H 4.53390 3.74405 -1.22499
H 2.48166 -3.06055 -0.32882
H 4.92976 -0.50848 -2.17028
H 0.29508 7.07961 3.04256
H 1.04122 0.82076 -2.59611
H -5.11796 2.82585 -2.93902
H -4.43506 4.59108 -1.35242
H -0.25280 5.89519 5.01432
H 3.94254 0.88911 -2.66148
H 0.70842 7.17316 0.61141
H 2.28608 0.30965 0.98432
H 1.85515 -3.07137 -1.99059
H -2.16456 -3.91888 -1.51882
H 0.40185 -0.86693 -2.65376
H -0.95499 3.83313 6.17969
H -2.26158 4.47983 -0.23041
H 3.58733 -3.00775 -1.68911
H 0.58696 5.13561 -0.72282
H 4.18043 4.05875 -3.64924
H 0.22240 -3.96630 1.04663
H 0.14740 -1.76968 2.18540


Number 1: electronic energy -72949.032 eV, strongest force on any atom 0.17859 Eh/bohr. Number 2: electronic energy -16094.249 eV, strongest force on any atom 0.11971 Eh/bohr. Number 3: electronic energy -72544.393 eV, strongest force on any atom 0.02064 Eh/bohr.